1.
C30H29IrN12OS | ωB97M-V with the def2-TZVPD basis set

```
74
C30H29IrN12OS | the Open Molecules 2025 dataset | ωB97M-V with the def2-TZVPD basis set
Ir -1.185 1.528 -1.170
C -5.703 -2.683 -1.004
C -5.416 -1.548 -1.972
N -5.136 -0.309 -1.245
C -4.129 0.517 -1.451
S -2.984 0.272 -2.709
N -4.141 1.620 -0.634
N -3.052 2.326 -0.857
C -3.110 3.652 -0.807
C -4.345 4.431 -0.519
C -1.854 4.277 -1.141
C -1.614 5.657 -1.052
C -0.315 6.154 -1.317
C 0.692 5.318 -1.676
C 0.471 3.853 -1.846
N -0.895 3.421 -1.543
H -5.943 -3.589 -1.560
H -6.559 -2.455 -0.365
H -4.840 -2.883 -0.366
H -6.265 -1.378 -2.635
H -4.555 -1.763 -2.598
H -5.798 -0.019 -0.531
H -5.207 3.778 -0.446
H -4.517 5.168 -1.304
H -4.237 4.968 0.427
H -2.411 6.320 -0.745
H -0.129 7.215 -1.222
H 1.691 5.687 -1.876
H 0.709 3.562 -2.877
C 4.481 1.247 -1.373
N 3.067 1.688 -1.340
C 1.974 0.890 -1.295
N 0.891 1.565 -1.101
C 1.339 2.969 -0.931
N 2.761 2.988 -1.176
C 4.973 0.832 -0.012
C 5.879 1.613 0.694
C 6.315 1.214 1.951
C 5.823 0.055 2.531
C 4.893 -0.716 1.837
C 4.498 -0.339 0.559
C 4.287 -1.888 2.458
N 4.582 -2.492 3.557
N 3.645 -3.506 3.714
C 2.852 -3.433 2.700
O 3.208 -2.436 1.859
C 1.647 -4.193 2.391
C 1.246 -5.267 3.185
C 0.069 -5.932 2.882
C -0.717 -5.528 1.808
C -0.316 -4.465 1.016
C -1.137 -3.975 -0.149
N -1.391 -2.527 -0.045
C -0.921 -1.546 -0.793
N -1.338 -0.384 -0.291
C -2.099 -0.746 0.787
N -2.138 -2.036 0.975
C 0.869 -3.810 1.308
H 5.048 2.091 -1.755
H 4.547 0.430 -2.090
H 2.038 -0.176 -1.457
H 1.142 3.283 0.106
H 6.255 2.532 0.260
H 7.037 1.819 2.485
H 6.138 -0.253 3.520
H 3.814 -0.981 0.013
H 1.854 -5.562 4.029
H -0.249 -6.767 3.492
H -1.645 -6.048 1.595
H -2.097 -4.479 -0.216
H -0.602 -4.128 -1.087
H -0.333 -1.688 -1.686
H -2.604 -0.038 1.427
H 1.194 -2.973 0.698
```

Charge: +2
Spin multiplicity: 5
Frontier orbital gap (alpha / beta) (Eh): 0.2301 / 0.1496
Expectation value of S²: 6.12
Calculated total energy (hartree): -2394.813751
Energy above the lowest of the compared OMol25 structures with the same formula, charge and spin (kcal per mole): 0.0

From a Löwdin analysis of the wavefunction, the atomic charges in e read: 1.20 -0.06 -0.22 0.05 -0.76 0.71 0.10 -0.19 -0.19 0.02 -0.22 0.05 -0.03 0.03 -0.25 -0.08 0.09 0.09 0.06 0.14 0.07 0.17 0.08 0.11 0.11 0.13 0.13 0.13 0.17 -0.05 -0.08 -0.09 -0.08 -0.30 0.19 -0.21 -0.02 -0.03 0.01 -0.13 0.02 -0.29 0.14 0.14 -0.29 0.11 -0.12 0.01 -0.03 -0.02 -0.21 -0.05 -0.09 -0.15 -0.15 -0.18 0.17 0.02 0.13 0.14 0.15 0.17 0.12 0.12 0.13 0.11 0.13 0.12 0.12 0.13 0.14 0.15 0.13 0.12

---

2.
C18H36Cl18 | ωB97M-V with the def2-TZVPD basis set

```
72
C18H36Cl18 | the Open Molecules 2025 dataset | ωB97M-V with the def2-TZVPD basis set
Cl 1.161 4.370 -0.411
C 0.942 3.897 1.293
C 1.489 2.493 1.442
Cl 1.409 1.834 3.083
H -0.111 4.062 1.521
H 1.531 4.492 1.991
H 2.461 2.445 0.951
H 0.873 1.813 0.854
Cl -3.653 8.735 2.504
C -4.120 7.835 1.068
C -2.944 7.495 0.132
Cl -1.718 6.426 0.739
H -4.876 8.331 0.459
H -4.625 6.932 1.412
H -2.399 8.427 -0.020
H -3.258 6.966 -0.768
Cl -2.626 11.289 5.574
C -4.312 11.000 5.353
C -4.781 9.945 6.256
Cl -3.903 8.412 6.021
H -4.472 10.816 4.291
H -4.808 11.928 5.638
H -5.863 9.835 6.191
H -4.682 10.320 7.274
Cl -3.797 10.344 -1.132
C -5.359 11.080 -1.539
C -6.462 10.407 -0.677
Cl -6.249 10.728 1.128
H -5.507 10.918 -2.607
H -5.391 12.139 -1.283
H -6.555 9.333 -0.835
H -7.468 10.741 -0.927
Cl -1.144 6.317 -2.763
C -0.780 4.581 -3.146
C -1.437 4.270 -4.442
Cl -3.227 4.188 -4.408
H -1.268 3.960 -2.394
H 0.300 4.447 -3.081
H -0.968 3.421 -4.938
H -1.278 4.996 -5.240
Cl -8.874 3.320 5.694
C -8.471 4.238 4.254
C -6.961 4.226 3.973
Cl -6.678 5.306 2.557
H -8.864 5.255 4.288
H -9.050 3.864 3.410
H -6.522 3.260 3.725
H -6.305 4.654 4.731
Cl -1.140 10.917 1.036
C -2.083 11.822 2.147
C -2.581 13.136 1.494
Cl -3.928 13.864 2.451
H -1.425 11.998 2.998
H -2.907 11.158 2.408
H -2.960 12.978 0.485
H -1.809 13.904 1.450
Cl -3.469 3.722 3.913
C -3.038 5.423 4.194
C -2.023 5.680 5.392
Cl -0.655 4.540 5.171
H -3.989 5.922 4.382
H -2.555 5.754 3.275
H -2.540 5.532 6.340
H -1.653 6.698 5.270
Cl -2.064 2.300 0.045
C -3.490 3.082 -0.740
C -4.689 3.033 0.254
Cl -5.032 1.305 0.533
H -3.737 2.502 -1.629
H -3.204 4.082 -1.068
H -5.608 3.532 -0.053
H -4.317 3.500 1.166
```

Frontier orbital gap (Eh): 0.3863
Structure (SMILES): ClCCCl.ClCCCl.ClCCCl.ClCCCl.ClCCCl.ClCCCl.ClCCCl.ClCCCl.ClCCCl
Calculated total energy (hartree): -8990.903334
Energy above the lowest of the compared OMol25 structures with the same formula, charge and spin (kcal per mole): 34.5

From a Löwdin analysis of the wavefunction, the atomic charges in e read: 0.59 -0.67 -0.71 0.56 0.02 0.08 0.07 0.04 0.62 -0.66 -0.72 0.61 0.01 0.02 -0.01 0.04 0.62 -0.73 -0.66 0.58 0.03 0.08 0.09 0.08 0.62 -0.60 -0.59 0.51 0.07 0.07 0.06 0.07 0.54 -0.63 -0.68 0.55 0.03 0.05 0.08 0.06 0.58 -0.71 -0.63 0.55 0.06 0.07 0.06 0.05 0.61 -0.74 -0.61 0.51 0.05 -0.03 0.04 0.07 0.56 -0.67 -0.63 0.52 0.02 0.00 0.06 0.05 0.56 -0.63 -0.65 0.54 0.05 0.04 0.06 0.01

---

Which of these has the highest energy above the lowest of the compared OMol25 structures with the same formula, charge and spin? C18H36Cl18

---

Which value of calculated total energy does entry 1 give? -2394.813751 hartree

---

Which of these has the highest calculated total energy? C30H29IrN12OS